A molecular structure, C5H11NO2, computed with the ωB97M-V functional and the def2-TZVPD basis.

Cartesian coordinates (Å):
O  1.584  0.504  1.578
O  1.823  -1.526  -0.278
N  2.050  0.637  -1.046
C  1.481  -0.392  -0.354
C  -0.469  -0.048  -0.422
C  -1.367  -1.275  -0.502
C  0.508  -0.162  1.721
C  -1.240  1.209  -0.031
H  -1.784  -1.563  0.468
H  0.508  -1.257  1.785
H  -0.186  0.150  -1.462
H  -1.911  1.526  -0.837
H  1.761  1.554  -0.731
H  -0.555  2.030  0.201
H  -1.895  1.040  0.827
H  -2.198  -1.110  -1.196
H  -0.832  -2.130  -0.923
H  -0.339  0.265  2.275
H  3.061  0.547  -1.072

Calculated values
- total energy (eV) = -10945.0856
- LUMO level (eV) = 0.37
- energy above the lowest of the compared OMol25 structures with the same formula, charge and spin (eV) = 4.1813
- max |F| (eV/Å) = 4.05
- E_HOMO (Ha) = -0.324
- orbital gap (eV) = 9.19

---

A molecular structure, C2F8N3O16PbS4, computed with the ωB97M-V functional and the def2-TZVPD basis.

Cartesian coordinates (Å):
Pb  -0.039  0.608  0.055
S  3.299  -0.015  2.012
S  -0.817  -3.074  1.511
S  -1.832  2.680  -2.535
S  -2.182  0.247  -3.222
F  5.378  -1.377  1.127
F  3.533  -1.785  0.081
F  -1.412  -1.067  -2.754
F  -3.089  -1.851  2.115
F  -3.267  -4.009  2.034
F  -2.038  3.375  -1.120
F  -3.088  -2.867  0.200
F  4.615  0.047  -0.314
O  -0.634  3.235  -3.041
O  -2.400  1.047  1.866
O  1.741  2.320  -0.802
O  3.333  -1.010  3.043
O  -2.271  2.621  3.333
O  -3.540  -0.159  -3.143
O  4.042  1.187  2.298
O  -0.527  -3.248  2.905
O  1.985  0.176  1.408
O  -0.567  -4.221  0.680
O  -0.567  2.194  2.070
O  1.865  0.336  -1.648
O  -3.078  2.962  -3.170
O  3.170  1.914  -2.364
O  -0.416  -1.789  0.951
O  -1.612  0.581  -4.482
N  -1.781  1.981  2.411
N  2.283  1.534  -1.624
N  -1.676  1.163  -1.990
C  4.249  -0.803  0.640
C  -2.660  -2.935  1.470

Calculated values
- net charge = -3
- total energy (eV) = -109629.5200
- LUMO level (eV) = 6.49
- max |F| (eV/Å) = 2.37
- E_HOMO (Ha) = -0.067
- orbital gap (eV) = 8.31

---

2 unconnected molecules or ions with the total composition C23H23BF4NO3, computed with the ωB97M-V functional and the def2-TZVPD basis.

Cartesian coordinates (Å):
F  -4.649  1.708  -1.289
F  2.843  -2.968  -0.503
F  -0.667  0.672  -3.652
F  1.456  -1.144  3.641
O  -4.028  -4.866  -0.857
O  -1.507  -4.232  1.620
O  -3.770  -2.908  0.935
N  -3.669  -4.610  2.538
C  2.219  -1.959  1.544
C  0.508  -2.757  -0.065
C  -3.772  -6.088  2.401
C  -3.541  0.913  -1.488
C  -0.510  -2.121  0.682
C  -2.226  -1.031  -0.833
C  -5.047  -2.825  1.649
C  -4.113  -5.896  -1.757
C  -1.441  -0.865  -1.999
C  1.167  -1.582  2.371
C  -2.698  -4.199  3.620
C  -0.162  -1.694  1.992
C  -4.974  -3.867  2.760
C  -2.654  1.253  -2.503
C  -2.828  -6.268  -2.121
C  -3.385  -0.211  -0.693
C  -1.344  -4.555  3.028
C  -5.467  -6.358  -1.992
C  -1.610  0.337  -2.711
C  -1.963  -5.439  -1.344
C  1.835  -2.547  0.336
C  -1.869  -1.851  0.293
C  -2.722  -4.593  -0.510
B  -2.893  -4.028  1.214
H  -2.761  2.196  -3.049
H  -4.604  -6.341  1.747
H  -2.774  -3.106  3.795
H  -5.829  -3.011  0.896
H  -5.816  -4.544  2.781
H  -5.987  -5.537  -2.532
H  -3.922  -6.552  3.384
H  -0.687  -1.624  -2.256
H  -2.542  -7.067  -2.810
H  -5.173  -1.806  2.051
H  -4.097  -0.424  0.102
H  3.257  -1.761  1.820
H  -0.526  -3.938  3.453
H  -2.386  -1.405  1.163
H  -0.879  -5.442  -1.426
H  -1.102  -5.632  3.148
H  0.262  -3.382  -0.936
H  -4.935  -3.381  3.742
H  -6.028  -6.584  -1.056
H  -5.457  -7.274  -2.604
H  -2.849  -6.499  1.946
H  -0.944  -1.421  2.708
H  -2.917  -4.695  4.572

Calculated values
- net charge = +1
- total energy (eV) = -43393.5719
- LUMO level (eV) = -5.56
- energy above the lowest of the compared OMol25 structures with the same formula, charge and spin (eV) = 2.0988
- max |F| (eV/Å) = 3.49
- E_HOMO (Ha) = -0.386
- orbital gap (eV) = 4.95

---

A molecular structure, C21H49N7O11SZn, computed with the ωB97M-V functional and the def2-TZVPD basis.

Cartesian coordinates (Å):
Zn  0.840  -1.885  0.506
S  -0.334  0.374  0.102
O  0.326  1.560  -0.427
O  -6.230  -0.207  0.864
O  -1.073  2.276  5.438
O  -1.359  6.052  -1.688
O  -0.075  -0.840  -0.750
O  -2.384  0.290  -4.652
O  0.274  -0.163  1.276
O  2.630  -0.935  0.098
O  -1.726  0.695  0.301
O  1.386  -3.262  -0.900
O  1.848  -2.690  2.031
N  2.704  -3.703  3.855
N  -4.234  0.415  1.633
N  0.598  -4.415  -2.666
N  -0.934  0.775  3.736
N  -0.048  4.249  -1.463
N  2.788  0.885  -1.241
N  -0.622  0.903  -3.378
C  -1.833  1.037  -3.859
C  -1.366  -0.357  4.636
C  -4.478  -0.087  -0.815
C  -0.330  2.951  3.234
C  -5.060  -0.013  0.673
C  -0.795  1.958  4.297
C  4.450  -0.836  -1.479
C  -2.454  2.332  -3.361
C  2.879  -4.769  -2.156
C  -0.827  -3.966  -2.551
C  3.219  1.620  -2.451
C  1.184  4.744  -2.084
C  2.546  -5.081  3.488
C  3.257  -0.277  -0.805
C  0.284  -0.246  -3.711
C  -2.161  4.366  -0.284
C  1.552  -4.096  -1.859
C  -1.177  4.959  -1.244
C  2.593  -1.192  3.730
C  -4.544  0.585  3.088
C  2.341  -2.562  3.163
H  1.242  5.808  -1.854
H  -0.584  -0.898  5.169
H  -2.357  2.226  -2.281
H  -0.932  2.823  2.334
H  4.275  -1.484  -2.337
H  3.200  -0.563  3.079
H  1.194  4.576  -3.161
H  2.575  -5.434  2.457
H  -3.740  0.923  3.743
H  3.945  2.424  -2.323
H  -3.286  0.570  1.319
H  1.961  4.192  -1.554
H  3.051  -5.575  -1.443
H  -2.036  -0.071  5.447
H  -1.534  3.878  0.463
H  1.564  -5.353  3.875
H  -5.409  0.140  -1.335
H  1.876  1.124  -0.878
H  -0.214  1.662  -2.851
H  -3.956  -0.975  -1.170
H  -4.956  -0.254  3.648
H  -0.307  3.979  3.596
H  0.616  -0.266  -4.748
H  3.260  -5.701  4.029
H  -1.239  -4.064  -3.556
H  -2.889  3.643  -0.652
H  0.637  2.816  2.750
H  -0.629  0.694  2.776
H  -2.694  5.226  0.123
H  -0.061  3.406  -0.907
H  4.827  -1.589  -0.787
H  3.680  0.997  -3.218
H  -5.215  1.438  3.185
H  3.656  -4.035  -1.946
H  1.165  -0.320  -3.073
H  -3.769  0.707  -1.053
H  -0.269  -1.185  -3.680
H  2.387  2.161  -2.901
H  3.232  -3.499  4.691
H  1.591  -0.765  3.725
H  0.912  -4.934  -3.474
H  2.996  -1.223  4.742
H  3.060  -5.208  -3.138
H  -3.483  2.242  -3.711
H  5.336  -0.245  -1.709
H  -1.999  3.267  -3.687
H  -1.868  -1.133  4.059
H  -1.437  -4.628  -1.937
H  -1.030  -2.964  -2.175

Calculated values
- total energy (eV) = -114781.4469
- LUMO level (eV) = -0.47
- energy above the lowest of the compared OMol25 structures with the same formula, charge and spin (eV) = 2.8424
- max |F| (eV/Å) = 6.05
- E_HOMO (Ha) = -0.314
- orbital gap (eV) = 8.09

---

C22H28N6O5 in the gas phase, computed with the ωB97M-V functional and the def2-TZVPD basis.

Cartesian coordinates (Å):
O  1.580  2.388  -3.576
O  -0.823  -2.856  -1.989
O  1.677  -0.386  0.716
O  -2.431  0.099  2.618
O  0.830  -3.444  1.755
N  -0.502  -2.443  0.208
N  -1.759  1.767  1.244
N  1.116  2.322  -0.677
N  -0.792  3.397  -0.281
N  -0.384  -0.103  1.651
N  0.457  -4.310  -0.771
C  -2.182  5.226  4.762
C  2.505  3.311  -4.097
C  0.679  0.300  0.830
C  -2.167  4.762  2.408
C  1.659  -4.500  -2.892
C  1.721  -6.313  -1.155
C  -0.393  -5.877  -2.438
C  -0.180  -1.360  2.351
C  -0.297  -3.230  -0.964
C  2.364  1.952  -1.286
C  -1.584  0.570  1.890
C  -1.905  5.618  3.462
C  0.393  1.546  0.198
C  0.124  -2.521  1.410
C  2.128  1.424  -2.714
C  -0.784  2.246  0.425
C  -2.712  3.507  2.647
C  -2.957  2.559  1.503
C  0.857  -5.245  -1.822
C  -2.716  3.972  5.005
C  0.353  3.400  -0.930
C  -2.980  3.113  3.952
H  0.662  -1.273  3.044
H  2.603  -5.863  -0.705
H  1.040  -3.728  -3.342
H  1.158  -6.827  -0.379
H  2.044  -7.045  -1.890
H  3.324  2.799  -4.616
H  3.025  2.822  -1.307
H  0.649  4.185  -1.595
H  -1.103  -1.649  0.030
H  2.535  -4.031  -2.448
H  -1.978  5.896  5.584
H  1.983  -5.188  -3.668
H  -0.963  -6.404  -1.677
H  -0.113  -6.580  -3.217
H  -1.945  5.057  1.393
H  1.400  0.609  -2.679
H  -1.020  -5.103  -2.871
H  1.954  3.924  -4.807
H  -3.179  3.106  0.585
H  -2.929  3.662  6.017
H  -1.485  6.595  3.271
H  3.077  1.037  -3.111
H  -3.761  1.861  1.743
H  0.862  -4.424  0.154
H  -1.092  -1.576  2.914
H  2.814  1.161  -0.683
H  -3.388  2.131  4.137
H  2.931  3.958  -3.321

Calculated values
- total energy (eV) = -42449.7232
- LUMO level (eV) = 0.47
- energy above the lowest of the compared OMol25 structures with the same formula, charge and spin (eV) = 0.0203
- max |F| (eV/Å) = 1.52
- structure (SMILES) = COCCn1cnc2c1c(=O)n(CC(=O)NC(=O)NC(C)(C)C)c(=O)n2Cc1ccccc1
- E_HOMO (Ha) = -0.320
- orbital gap (eV) = 9.18